Computed, not measured: 2 unconnected molecules or ions with the total composition C5H16N2O, with wB97M-V/def2-TZVPD.

```
! RIJCOSX wB97M-V def2-TZVPD def2/J DEFGRID3
* xyz 0 1
C -0.23680 -0.25042 -2.87465
C -0.31643 0.08033 -1.37490
C 0.92735 0.83539 -0.87662
N 0.64299 1.50185 0.45213
C 1.31368 0.89508 1.59769
C 0.55213 -0.40510 2.21145
N -0.86382 -0.23235 2.38638
H -0.53505 0.61519 -3.63139
H 0.82427 -0.31811 -3.12906
H -0.78443 -1.09501 -3.13949
H -0.66465 -0.77409 -0.85567
H -1.16638 0.76018 -1.05909
H 1.20991 1.63807 -1.60953
H 1.69153 0.03127 -0.85719
H 0.68903 2.56894 0.41429
H 2.24945 0.34691 1.32036
H 1.25553 1.71777 2.28652
H 0.91869 -1.25389 1.59746
H 1.15674 -0.40445 3.15094
H -1.12061 0.71485 2.66512
H -1.35027 -0.45916 1.54214
O -2.28280 -2.01240 0.20391
H -2.42558 -1.78826 -0.66245
H -1.68446 -2.71257 0.24164
*
```

HOMO in eV: -8.1
Frontier orbital gap in Ha: 0.3260
Relative energy (zero: lowest compared OMol25 entry of this formula, charge and spin) in kJ/mol: 217.8

***

Computed, not measured: 2 unconnected molecules or ions with the total composition C5H16N2O, with wB97M-V/def2-TZVPD.

```
! RIJCOSX wB97M-V def2-TZVPD def2/J DEFGRID3
* xyz 0 1
C -2.23755 1.91315 -0.88264
N -0.82508 1.57748 -0.74527
C -0.42360 0.67483 0.31237
C -0.88328 -0.78678 0.16261
C -0.22022 -1.42351 -1.05099
C 1.31012 -1.20029 -1.13151
N 2.10995 -1.41980 0.08589
H -2.54748 1.66908 -1.90193
H -2.34378 2.98519 -0.69954
H -2.85212 1.34383 -0.19092
H -0.14608 2.20440 -1.12298
H -0.90594 0.96263 1.26570
H 0.63113 0.88230 0.42622
H -1.97064 -0.85772 0.13270
H -0.58427 -1.26615 1.09941
H -0.68533 -0.96728 -1.93075
H -0.32279 -2.50106 -1.18895
H 1.70588 -1.98216 -1.78094
H 1.51036 -0.21223 -1.54160
H 1.72325 -0.84556 0.83488
H 1.87968 -2.34062 0.45310
O 1.06054 0.38048 2.61893
H 1.91198 0.64368 2.97333
H 0.44048 1.07806 2.85297
*
```

HOMO in eV: -8.0
Frontier orbital gap in Ha: 0.3182
Relative energy (zero: lowest compared OMol25 entry of this formula, charge and spin) in kJ/mol: 121.3

***

Computed, not measured: 2 unconnected molecules or ions with the total composition C5H16N2O, with wB97M-V/def2-TZVPD.

```
! RIJCOSX wB97M-V def2-TZVPD def2/J DEFGRID3
* xyz 1 2
N -0.64370 1.63899 -0.51244
C 0.20915 0.57727 0.22167
C -0.14531 -0.80389 -0.28024
C 0.34465 -0.85040 -1.83576
C 1.62368 -0.18599 -2.28526
C 0.01104 0.88874 1.78889
N 0.68246 -0.13737 2.66977
H -0.43545 1.64489 -1.46676
H -1.58180 1.28461 -0.39059
H 1.16518 0.93557 -0.07311
H 0.32086 -1.54438 0.40851
H -1.14574 -1.25650 -0.28089
H -0.53273 -0.53908 -2.56612
H 0.41279 -2.06821 -2.10354
H 1.54083 0.86641 -2.62216
H 2.26051 -0.33374 -1.41147
H 2.13058 -0.73261 -3.05284
H 0.61313 1.71247 2.00541
H -0.95712 1.32011 1.97942
H 0.26824 0.02702 3.59347
H 0.65328 -1.02837 2.25910
H -2.87186 -0.38361 0.85038
H -1.68613 -0.16952 1.80900
O -2.23655 -0.86244 1.29555
*
```

HOMO (alpha / beta) in eV: -13.9 / -13.7
Frontier orbital gap (alpha / beta) in Ha: 0.3968 / 0.1698
Relative energy (zero: lowest compared OMol25 entry of this formula, charge and spin) in kJ/mol: 350.4

***

Computed, not measured: 2 unconnected molecules or ions with the total composition C5H16N3, with wB97M-V/def2-TZVPD.

```
! RIJCOSX wB97M-V def2-TZVPD def2/J DEFGRID3
* xyz 0 2
C -2.87036 -0.20030 -2.17820
C -2.02261 0.16805 -0.96575
N -1.25323 1.43294 -1.17579
C -0.67430 1.90626 0.05548
H -3.34393 -1.21480 -2.05577
H -2.22059 -0.24010 -3.06523
H -3.62335 0.51571 -2.32324
H -1.27348 -0.61619 -0.67641
H -2.72001 0.28352 -0.11823
H -1.93288 2.15744 -1.42976
H -0.27691 2.98063 -0.01443
H -1.46267 1.89239 0.83691
H 0.14492 1.27606 0.40492
C 2.58387 -0.30269 0.89959
C 2.06584 -1.52961 1.10035
N 1.40943 -1.77886 2.38094
N 3.15804 0.12585 -0.31692
H 2.56301 0.41804 1.73249
H 2.13778 -2.39706 0.45672
H 2.05923 -2.18772 3.08316
H 1.01090 -0.89536 2.71274
H 0.59427 -2.42231 2.29331
H 2.90819 -0.48353 -1.10800
H 3.03884 1.11163 -0.52890
*
```

HOMO (alpha / beta) in eV: -2.9 / -7.2
Frontier orbital gap (alpha / beta) in Ha: 0.1199 / 0.2748
Relative energy (zero: lowest compared OMol25 entry of this formula, charge and spin) in kJ/mol: 293.6

***

Computed, not measured: 3 unconnected molecules or ions with the total composition C5H16N3, with wB97M-V/def2-TZVPD.

```
! RIJCOSX wB97M-V def2-TZVPD def2/J DEFGRID3
* xyz 1 1
C -0.76388 -0.23579 2.09620
C 0.63252 -0.19549 -0.07271
C 0.29507 -2.44744 1.12079
C -1.66516 -0.93044 -2.57912
C 0.01385 -0.91727 1.02075
N 2.49849 2.51769 0.35886
N -1.13446 0.01155 -1.87462
N -1.70832 1.26934 -1.63014
H -0.04763 0.32257 2.62191
H -1.41279 0.35054 1.53689
H -1.23022 -0.97649 2.81837
H 1.42679 -0.70353 -0.56311
H 0.77553 0.84040 0.22046
H -2.58375 -0.76163 -3.18792
H 0.83844 -2.41488 2.10733
H 0.87963 -2.85437 0.29844
H -0.60196 -2.99564 1.36016
H -0.94687 -1.72286 -2.85653
H 2.12341 3.35412 0.90508
H 3.18808 2.87783 -0.32162
H -0.09420 -0.20103 -0.98760
H -1.14247 2.01507 -1.21354
H 2.96719 2.05039 1.12857
H -2.30729 1.74737 -2.30688
*
```

HOMO in eV: -13.3
Frontier orbital gap in Ha: 0.3370
Relative energy (zero: lowest compared OMol25 entry of this formula, charge and spin) in kJ/mol: 482.0

***

Computed, not measured: 2 unconnected molecules or ions with the total composition C5H16N3, with wB97M-V/def2-TZVPD.

```
! RIJCOSX wB97M-V def2-TZVPD def2/J DEFGRID3
* xyz 1 1
C -1.98257 0.06629 -1.42862
C 2.24173 -0.41942 -1.28367
C -0.25393 0.27480 2.72232
C -0.68179 0.66030 -1.21674
C 1.50513 0.17277 -0.07569
N -0.23169 -1.37034 0.02776
N -0.48535 1.00318 1.56380
N 0.06362 -0.05702 -0.07891
H -2.64717 0.00304 -0.59494
H -2.69269 0.59449 -2.10795
H -1.90342 -0.90465 -1.86973
H 1.77454 -1.28102 -1.79742
H 2.57325 0.18125 -2.11027
H 3.21318 -0.61802 -0.79268
H 0.31047 1.03277 3.33394
H -1.22479 -0.11386 3.24387
H 0.31752 -0.66220 2.58613
H -0.93297 1.78229 -0.97035
H -0.16954 0.62486 -2.09431
H 1.56201 1.23170 0.12940
H 1.89394 -0.18589 0.87052
H 0.44543 -1.82479 0.69367
H -1.26921 -1.31837 0.12331
H -1.42570 1.12783 1.12657
*
```

HOMO (alpha / beta) in eV: -13.7 / -13.7
Frontier orbital gap (alpha / beta) in Ha: 0.3256 / 0.3256
Relative energy (zero: lowest compared OMol25 entry of this formula, charge and spin) in kJ/mol: 594.6

***

Computed, not measured: a molecular structure, C5H16N3ReS, with wB97M-V/def2-TZVPD.

```
! RIJCOSX wB97M-V def2-TZVPD def2/J DEFGRID3
* xyz 1 4
C -1.57811 1.69752 -2.24585
Re 0.64831 -0.79361 -2.00396
N 1.73745 -1.76910 -3.42894
H -0.13434 -0.38579 -3.42970
H 2.60241 -1.28249 -3.55654
H -2.48036 1.27761 -2.61296
H -1.37880 2.62310 -2.76264
H -0.60358 0.85553 -2.17315
H -1.68785 1.91809 -1.17921
H 1.91587 -2.73419 -3.20385
H 1.33102 -1.73563 -4.35832
S -0.71181 -1.82133 -0.59306
C -0.33457 -0.90208 0.87927
N -1.32409 -0.22998 1.47340
C -1.14097 0.40372 2.79053
C 0.22613 1.04470 2.81903
C 1.32384 0.06348 2.46535
N 0.92958 -0.64395 1.23641
H -2.25384 -0.45426 1.13917
H -1.27528 -0.35957 3.56931
H -1.94330 1.12691 2.96545
H 0.41912 1.44397 3.81011
H 0.25661 1.90829 2.14297
H 1.52394 -0.69083 3.24381
H 2.28770 0.56504 2.31357
H 1.64491 -1.12513 0.69979
*
```

HOMO (alpha / beta) in eV: -10.5 / -10.4
Frontier orbital gap (alpha / beta) in Ha: 0.2624 / 0.2586

***

Computed, not measured: 2 unconnected molecules or ions with the total composition C5H16N3S, with wB97M-V/def2-TZVPD.

```
! RIJCOSX wB97M-V def2-TZVPD def2/J DEFGRID3
* xyz 2 2
C 0.61858 2.04893 -2.39909
C -1.19791 0.88824 -1.21934
N -0.31962 0.93021 -2.19620
N -1.06857 1.61433 -0.08085
N -2.37925 0.25887 -1.39828
H -0.47449 0.35071 -3.00941
H -0.33395 1.61666 0.59820
H -2.01560 1.83505 0.19869
H -2.55780 -0.12604 -2.31631
H -2.66532 -0.33608 -0.63116
H 0.45897 2.84045 -1.67982
H 0.30852 2.56826 -3.31134
H 1.61643 1.67205 -2.58528
C 0.58248 -2.09039 1.79215
C -0.91623 -2.24954 1.80232
C 2.51605 0.02227 1.40623
S 1.03120 -0.68072 0.74802
H 0.96044 -1.87572 2.79852
H 1.23523 -2.90863 1.47147
H -1.33207 -2.49393 0.82248
H -1.42440 -1.35335 2.16451
H 3.32205 -0.72044 1.45351
H 2.87326 0.75887 0.68908
H 2.40689 0.46118 2.40084
H -1.24490 -3.03124 2.48104
*
```

HOMO (alpha / beta) in eV: -18.1 / -18.1
Frontier orbital gap (alpha / beta) in Ha: 0.4278 / 0.2417
Relative energy (zero: lowest compared OMol25 entry of this formula, charge and spin) in kJ/mol: 29.4

***

Record order is preserved below.
F_max: 3.92 1.62 5.04 3.30 4.50 5.05 3.95 1.75 eV Å⁻¹